No. 1
Entry from the Open Molecules 2025 dataset: one molecule with the formula C2H7NOS at a distorted geometry (ωB97M-V with the def2-TZVPD basis set).

Summary:
E_LUMO, eV: 0.5

Last column: natural (NBO) charge in e.
Element x y z (Å)
C  -0.921  1.212  -0.595  -0.653
C  -0.323  -0.204  -0.760  -0.515
N  0.505  -1.387  1.918  -1.127
O  1.427  0.873  1.170  -0.904
S  0.984  -0.448  0.806  1.767
H  -1.436  1.346  0.309  0.228
H  -0.023  1.876  -0.551  0.234
H  -1.372  1.656  -1.511  0.231
H  0.300  -0.420  -1.550  0.203
H  -1.091  -1.024  -0.627  0.210
H  0.016  -2.205  1.352  0.361
H  1.934  -1.277  0.039  -0.034

Forces on the atoms, in the same order (eV/Å):
3.014 0.395 -2.332
-1.672 -0.118 4.192
-1.345 -1.289 -1.584
0.565 -0.534 -0.028
-1.399 -1.517 -2.430
-1.057 0.056 0.897
-0.519 -0.322 0.415
-0.481 -0.890 0.685
1.259 -0.062 -2.051
0.936 0.797 -0.084
1.238 1.829 1.592
-0.538 1.655 0.728

=====

No. 2
Entry from the Open Molecules 2025 dataset: a 2-piece molecular cluster, C2H7NOS2 overall at a distorted geometry (ωB97M-V with the def2-TZVPD basis set).

Summary:
2S+1: 3
⟨S²⟩: 2.01
E_LUMO (alpha / beta), eV: 0.6 / -3.4

Last column: natural (NBO) charge in e.
Element x y z (Å)
C  0.136  0.404  -1.635  -0.470
C  -1.036  0.583  2.000  -0.701
N  0.273  -0.886  -1.191  -0.528
O  1.436  -2.026  -3.116  -0.757
S  0.568  0.539  3.046  -0.101
S  0.800  -2.123  -1.848  1.066
H  1.160  0.678  -1.764  0.256
H  -0.327  0.550  -2.630  0.218
H  -0.197  0.993  -0.836  0.216
H  -1.754  0.120  2.743  0.229
H  -0.823  0.090  1.006  0.229
H  -1.391  1.570  1.827  0.212
H  1.155  -0.492  2.399  0.131

Forces on the atoms, in the same order (eV/Å):
-0.272 -0.067 -1.412
0.846 -1.734 1.243
-1.929 5.214 3.508
2.540 1.539 -4.666
-0.671 0.211 -1.070
-0.520 -8.665 1.807
1.342 0.781 -0.462
-0.134 0.027 0.485
-1.004 1.232 0.713
0.503 0.022 -1.706
-0.638 0.136 1.503
0.192 1.048 -0.052
-0.257 0.257 0.108

=====

No. 3
Entry from the Open Molecules 2025 dataset: one molecule with the formula C2H7NS at a distorted geometry (ωB97M-V with the def2-TZVPD basis set).

Summary:
E_LUMO, eV: 1.1

Last column: natural (NBO) charge in e.
Element x y z (Å)
C  0.350  0.638  -0.155  -0.233
C  -0.168  -0.797  0.168  -0.483
S  0.763  -1.388  1.663  -0.087
N  -0.538  1.249  -1.120  -0.825
H  0.454  1.001  0.873  0.167
H  1.342  0.459  -0.556  0.199
H  -1.194  -0.781  0.539  0.204
H  -0.032  -1.442  -0.705  0.218
H  0.584  -2.680  1.377  0.127
H  -1.450  1.571  -0.815  0.361
H  -0.111  2.170  -1.269  0.353

Forces on the atoms, in the same order (eV/Å):
-1.138 -2.838 1.268
0.346 0.360 0.404
0.008 -0.088 -0.759
1.026 1.973 -0.330
-0.018 1.259 -0.257
0.121 0.552 -0.293
-0.077 0.107 -0.644
-0.167 -0.066 0.393
0.068 -0.144 0.170
-0.164 -0.830 0.740
-0.005 -0.284 -0.693

=====

No. 4
Entry from the Open Molecules 2025 dataset: one molecule with the formula C2H7NS at a distorted geometry (ωB97M-V with the def2-TZVPD basis set).

Summary:
E_LUMO, eV: 1.1

Last column: natural (NBO) charge in e.
Element x y z (Å)
C  -0.025  1.839  -0.051  -0.762
S  0.985  0.534  -0.778  0.055
H  -1.123  1.635  -0.144  0.198
H  0.163  2.048  1.025  0.211
H  0.171  2.743  -0.629  0.232
C  0.525  -1.076  0.358  -0.235
N  -0.503  -1.638  -0.385  -0.870
H  1.471  -1.620  0.338  0.216
H  0.341  -0.684  1.367  0.192
H  -1.431  -1.223  -0.334  0.374
H  -0.573  -2.558  -0.767  0.389

Forces on the atoms, in the same order (eV/Å):
-1.108 -0.050 0.573
0.414 -0.602 1.394
0.829 0.051 -0.028
0.189 -0.192 -0.707
0.066 -0.015 0.096
1.022 2.175 -1.755
-2.203 -0.700 0.358
-0.370 -0.184 -0.006
-0.251 -0.170 -0.324
0.654 0.019 0.151
0.758 -0.333 0.248

=====

No. 5
Entry from the Open Molecules 2025 dataset: one molecule with the formula C2H7NS at a distorted geometry (ωB97M-V with the def2-TZVPD basis set).

Summary:
2S+1: 3
⟨S²⟩: 2.01
E_LUMO (alpha / beta), eV: 1.0 / -2.4

Last column: natural (NBO) charge in e.
Element x y z (Å)
C  1.661  0.084  0.102  -0.631
C  0.211  -0.398  0.135  -0.250
N  -0.963  0.676  -0.068  -0.788
S  -2.484  -0.065  0.048  0.117
H  1.614  0.830  -0.758  0.232
H  1.884  0.452  1.161  0.219
H  2.164  -0.783  -0.138  0.217
H  -0.036  -0.948  -0.795  0.199
H  -0.226  -0.907  1.068  0.205
H  -0.940  1.440  0.501  0.349
H  -2.886  -0.382  -1.257  0.132

Forces on the atoms, in the same order (eV/Å):
-3.087 2.445 1.101
-2.861 0.699 -0.485
4.291 -2.509 -1.935
-4.771 -0.595 -0.961
0.970 -0.673 1.441
0.296 -0.030 -1.861
1.820 -1.534 -0.491
0.475 -0.550 0.763
1.528 0.277 -1.347
0.288 2.731 2.617
1.051 -0.260 1.158

=====

No. 6
Entry from the Open Molecules 2025 dataset: a 2-piece molecular cluster, C2H7NS2 overall (ωB97M-V with the def2-TZVPD basis set).

Summary:
E_LUMO, eV: 0.3

Last column: natural (NBO) charge in e.
Element x y z (Å)
C  -1.730  2.675  2.385  -0.443
C  -0.540  1.680  0.665  -0.061
N  -0.534  2.028  1.870  -0.380
H  -2.120  2.106  3.224  0.208
H  -2.513  2.790  1.632  0.168
H  -1.453  3.660  2.760  0.208
H  0.346  1.194  0.256  0.160
H  -1.367  1.821  -0.030  0.139
S  1.542  -1.779  -0.680  -0.114
S  -0.129  -1.262  -1.800  -0.131
H  1.787  -0.554  -0.205  0.121
H  -1.046  -1.456  -0.842  0.126

Forces on the atoms, in the same order (eV/Å):
0.191 0.092 -0.094
0.488 -0.255 -0.196
-0.252 0.094 0.240
0.010 -0.084 0.085
-0.105 -0.002 -0.089
-0.013 0.008 0.038
-0.045 0.041 0.001
-0.285 0.120 -0.001
-0.331 0.025 -0.254
0.270 -0.110 0.146
0.131 0.093 0.108
-0.060 -0.022 0.015

=====

Values for ΔE to the lowest compared entry with this formula, charge and spin, kJ/mol, ordered as above
367.5, 138.8, 41.0, 74.4, 266.9, 98.0
Values for calculated total energy, a.u., ordered as above
-608.45716, -1006.57375, -533.31484, -533.30210, -533.10287, -931.48624